Entry 1:
{"formula": "C19H23BCl5F2N5O5Tl", "method": "ωB97M-V/def2-TZVPD", "total_charge": -1, "lumo_energy_ev": 2.25, "homo_lumo_gap_ev": 4.732, "fmax_ha_per_bohr": 0.037, "homo_energy_ev": -2.48, "symbols": ["Tl", "Cl", "Cl", "Cl", "Cl", "Cl", "F", "F", "O", "O", "O", "O", "O", "N", "N", "N", "N", "N", "C", "C", "C", "C", "C", "C", "C", "C", "C", "C", "C", "C", "C", "C", "C", "C", "C", "C", "C", "B", "H", "H", "H", "H", "H", "H", "H", "H", "H", "H", "H", "H", "H", "H", "H", "H", "H", "H", "H", "H", "H", "H", "H"], "xyz": [[-1.0350, -0.6941, -0.2409], [1.9056, 0.1224, 6.8522], [2.9878, -3.8281, 3.3801], [-0.0268, 1.4068, 4.7755], [0.9941, -2.5891, 1.3283], [3.4304, -2.4978, 6.1598], [-4.4965, -1.8972, 1.6132], [-4.2077, 0.1754, 2.1811], [-0.0740, 2.0555, 0.4830], [-0.2664, -0.1139, 2.3005], [-1.3272, -3.0238, -2.3339], [0.5172, 0.9652, -1.9040], [-2.3015, 1.8486, -0.9901], [-3.6519, 2.7559, 0.5654], [0.4037, -4.4832, -2.5663], [2.0348, 2.5558, -2.3424], [2.8124, -1.4056, -1.3893], [0.7434, -2.2486, -1.9014], [1.2680, -1.8298, 2.8594], [0.3850, 2.9188, -0.5295], [-0.1205, -3.2031, -2.2597], [0.8038, -0.0533, 4.3984], [2.0407, -2.4887, -1.7433], [-3.8951, 3.1895, 1.9213], [0.5342, -0.6244, 3.1111], [2.5921, -3.7569, -2.0041], [2.1406, -2.3820, 3.7712], [2.6458, 3.8431, -2.1158], [0.9741, 2.0597, -1.6458], [-0.5051, -5.5039, -3.0177], [2.5478, 1.7546, -3.4357], [-4.8110, 2.5512, -0.2747], [1.7413, -4.7295, -2.4504], [2.3509, -1.7895, 5.0146], [-2.4585, 2.2961, 0.1385], [1.6647, -0.6148, 5.3146], [-1.2832, 2.4262, 1.0992], [-3.6687, -0.8309, 1.4090], [-0.6141, -6.2901, -2.2664], [3.6485, -3.9412, -1.9114], [1.8859, 0.8952, -3.5380], [-1.2175, 3.4422, 1.5213], [3.5940, -1.6023, -0.7810], [-3.3514, 4.1114, 2.1398], [1.9364, 4.6624, -2.2717], [-4.9602, 3.3760, 2.0393], [-3.5955, 2.4245, 2.6372], [3.4694, 3.9653, -2.8172], [-5.5028, 1.8529, 0.1983], [-1.4039, 1.6905, 1.9008], [-4.4682, 2.1236, -1.2146], [2.5515, 2.3322, -4.3621], [-0.4379, 3.4997, -0.9673], [1.1228, 3.6134, -0.1034], [-1.4721, -5.0203, -3.1623], [3.0507, 3.9228, -1.1037], [2.2228, -0.6428, -1.0725], [3.5602, 1.4039, -3.2224], [-5.3129, 3.5049, -0.4614], [2.0746, -5.7114, -2.7541], [-0.1691, -5.9496, -3.9586]], "atomic_forces_ev_per_a": [[-1.046, 0.035, 0.499], [0.026, 0.144, 0.208], [0.171, -0.294, -0.093], [-0.174, 0.228, -0.035], [0.149, -0.151, 0.151], [0.141, -0.089, 0.119], [0.004, -0.435, -0.119], [0.020, 0.524, 0.196], [0.155, 0.261, -0.317], [0.124, -0.069, 0.025], [0.184, -0.163, -0.121], [0.101, -0.001, -0.014], [0.248, 0.025, -0.107], [-0.215, -0.011, -0.055], [1.153, -0.083, 0.016], [0.077, -0.047, -0.224], [-0.281, -0.419, 0.036], [1.885, 0.388, 0.094], [-0.067, 0.035, -0.035], [-0.139, -0.069, 0.225], [-0.868, -0.371, -0.253], [-0.005, 0.070, 0.069], [-1.397, 0.875, -0.127], [0.327, 0.018, 0.274], [-0.029, -0.025, 0.012], [0.136, -1.079, -0.313], [-0.032, 0.127, 0.165], [-0.100, 0.229, 0.257], [0.071, 0.105, 0.127], [-0.451, -0.408, -0.145], [-0.115, -0.137, -0.038], [0.015, -0.097, -0.204], [-0.413, 0.967, 0.247], [0.041, -0.080, -0.031], [-0.077, 0.293, -0.219], [0.025, -0.147, -0.157], [0.048, -0.156, 0.123], [0.065, 0.007, -0.246], [-0.005, 0.044, -0.038], [0.116, -0.087, -0.007], [0.187, 0.051, -0.109], [-0.086, -0.163, -0.013], [-0.022, -0.015, -0.088], [-0.057, 0.094, 0.053], [0.095, 0.013, 0.000], [0.039, -0.011, 0.028], [-0.093, -0.033, 0.048], [-0.043, 0.007, 0.016], [-0.018, -0.011, 0.038], [-0.058, 0.166, 0.134], [-0.119, 0.056, 0.046], [0.025, 0.007, -0.030], [0.119, -0.028, -0.040], [-0.077, -0.066, -0.119], [0.131, -0.141, 0.003], [0.033, 0.059, -0.052], [0.049, 0.062, -0.030], [0.027, 0.005, -0.028], [-0.045, -0.024, 0.004], [0.010, -0.070, 0.100], [0.033, 0.083, 0.092]]}


Entry 2:
{"formula": "C19H23BrIrN6O6", "method": "ωB97M-V/def2-TZVPD", "total_charge": 2, "lumo_energy_ev": [-7.04, -9.29], "homo_lumo_gap_ev": [7.784, 5.482], "spin_multiplicity": 2, "fmax_ha_per_bohr": 0.010, "homo_energy_ev": [-14.82, -14.77], "symbols": ["Ir", "Br", "O", "O", "O", "O", "O", "O", "N", "N", "N", "N", "N", "N", "C", "C", "C", "C", "C", "C", "C", "C", "C", "C", "C", "C", "C", "C", "C", "C", "C", "C", "C", "H", "H", "H", "H", "H", "H", "H", "H", "H", "H", "H", "H", "H", "H", "H", "H", "H", "H", "H", "H", "H", "H", "H"], "xyz": [[-0.1007, 0.1559, -0.7602], [4.1266, -3.4036, -1.2765], [-2.0608, 0.0011, -0.8371], [-0.5996, 1.6740, -1.9227], [3.8471, -0.3290, -1.2627], [-0.2694, 1.3476, 3.0118], [1.8311, 0.4804, -0.8287], [-0.2226, 1.2974, 0.8042], [-2.5905, 1.1111, -1.3405], [2.5704, 3.1648, 0.7017], [-1.8590, 1.9706, -1.9163], [4.2155, 1.5795, 0.9815], [0.2670, -1.3320, 0.6456], [2.5259, 1.7974, 2.5473], [-0.1623, -2.4465, -2.8828], [0.3813, -3.7214, -2.9691], [2.4465, -2.9314, -1.9630], [-6.7457, 1.5346, -1.1983], [0.6226, -1.4329, -2.3533], [1.9356, -1.6443, -1.8955], [-5.9871, 2.4394, -1.9316], [2.5299, -0.7278, 2.7264], [1.6671, -3.9564, -2.5097], [0.0069, -0.8044, 2.0308], [-4.0285, 1.2589, -1.2975], [2.9135, 0.6291, 3.3357], [-4.6115, 2.3119, -1.9932], [2.6569, -0.4657, -1.3026], [-0.1858, 0.7069, 2.0030], [1.1031, -1.2228, 3.0142], [3.1062, 2.1709, 1.4097], [-4.7581, 0.3425, -0.5556], [-6.1342, 0.4921, -0.5153], [-6.4676, 3.2482, -2.4638], [-0.1903, -4.5315, -3.4009], [-0.9399, -1.2246, 2.3730], [-4.2741, -0.4609, -0.0224], [2.4518, 0.7554, 4.3132], [1.6193, 3.4498, 0.8656], [2.0864, -4.9522, -2.5637], [3.9893, 0.6611, 3.5166], [-0.3190, -2.1456, 0.4688], [4.6974, 0.9050, 1.5479], [-4.0164, 3.0077, -2.5651], [0.7839, -0.8932, 4.0037], [4.4789, 1.6237, 0.0098], [-1.1568, -2.2364, -3.2526], [-6.7280, -0.2078, 0.0555], [2.7504, -0.7051, 1.6518], [0.2959, -0.3948, -2.6195], [3.0355, 3.5227, -0.1148], [1.1039, -2.3151, 3.0472], [1.7379, 2.3379, 2.8724], [3.2163, -1.4676, 3.1405], [1.2286, -1.6691, 0.5966], [-7.8208, 1.6444, -1.1595]], "atomic_forces_ev_per_a": [[-0.127, -0.198, 0.438], [0.028, 0.024, 0.010], [0.017, -0.071, -0.033], [-0.115, 0.198, -0.185], [0.007, -0.066, -0.012], [-0.008, -0.048, 0.007], [0.218, -0.122, 0.053], [0.011, -0.056, -0.083], [-0.012, 0.132, -0.093], [-0.037, -0.014, -0.036], [0.018, -0.173, 0.138], [0.035, 0.106, 0.065], [-0.093, -0.012, 0.114], [-0.004, -0.040, -0.043], [-0.009, -0.087, 0.033], [-0.005, 0.010, 0.006], [0.032, -0.105, 0.025], [0.000, -0.011, 0.009], [-0.218, 0.208, -0.005], [0.089, 0.035, 0.009], [0.010, 0.000, -0.008], [-0.007, 0.039, 0.010], [-0.036, 0.012, -0.013], [0.077, 0.011, -0.008], [0.078, 0.018, -0.025], [0.032, 0.012, -0.008], [-0.032, -0.050, 0.032], [-0.098, 0.219, -0.084], [0.009, 0.079, 0.041], [-0.049, -0.039, -0.022], [-0.008, -0.021, 0.017], [-0.013, 0.052, -0.013], [-0.010, 0.002, -0.004], [-0.006, -0.001, 0.003], [0.001, -0.002, 0.008], [-0.029, 0.010, -0.020], [0.015, -0.001, -0.002], [-0.014, -0.030, -0.001], [0.013, 0.028, 0.015], [-0.005, -0.003, -0.001], [0.013, 0.011, -0.014], [0.009, -0.001, 0.015], [0.008, -0.013, 0.004], [0.016, -0.004, -0.002], [0.006, 0.006, 0.000], [-0.009, -0.045, -0.019], [0.004, -0.001, -0.011], [-0.007, 0.005, -0.001], [0.000, -0.015, -0.006], [0.181, -0.041, -0.273], [0.006, -0.005, 0.008], [-0.002, 0.003, -0.012], [0.021, 0.006, 0.016], [-0.009, 0.012, 0.034], [0.007, 0.039, -0.069], [0.000, -0.002, 0.002]]}


Entry 3:
{"formula": "C19H23Cl5NPSn", "method": "ωB97M-V/def2-TZVPD", "lumo_energy_ev": [-0.08, -0.08], "homo_lumo_gap_ev": [5.920, 5.921], "fmax_ha_per_bohr": 0.076, "homo_energy_ev": [-6.00, -6.00], "symbols": ["Sn", "Cl", "Cl", "Cl", "Cl", "Cl", "P", "N", "C", "C", "C", "C", "C", "C", "C", "C", "C", "C", "C", "C", "C", "C", "C", "C", "C", "C", "C", "H", "H", "H", "H", "H", "H", "H", "H", "H", "H", "H", "H", "H", "H", "H", "H", "H", "H", "H", "H", "H", "H", "H"], "xyz": [[0.4586, -0.5762, 1.1644], [-2.5114, -1.1189, 2.6341], [1.2328, 2.9030, 1.7072], [-0.4253, 4.7963, 3.5075], [-4.1035, 0.8566, 4.4301], [-3.0540, 3.7887, 4.9147], [2.4927, -1.2024, 0.1702], [-2.2285, -1.5934, -1.7876], [-2.2208, 2.7390, 3.7625], [-0.7857, 0.9927, 2.0387], [-1.9702, 0.5670, 2.6988], [3.8588, -2.0439, 1.0812], [0.9400, 2.6424, -2.4962], [-1.9987, -0.7646, -0.6063], [-0.3403, 2.1812, -2.1706], [-0.5597, 1.2607, -1.1254], [-0.3201, 2.3250, 2.2912], [-1.0631, -1.7129, -2.6516], [0.5489, 0.7963, -0.3640], [1.8553, 1.2172, -0.7556], [3.0533, 0.5502, -0.1024], [2.5537, -1.9472, -1.5154], [-1.9707, 0.7419, -0.9183], [-2.7761, -2.8935, -1.4329], [-2.6788, 1.4419, 3.5433], [-1.0459, 3.1811, 3.1383], [2.0435, 2.1375, -1.8013], [3.6119, -3.1108, 1.2154], [-2.0775, -3.5205, -0.8237], [-1.3261, -2.3013, -3.5481], [4.8157, -1.9601, 0.5363], [-2.8466, -0.9425, 0.0852], [0.6441, -1.5146, 2.6979], [-0.1954, -2.2146, -2.1536], [3.9673, 0.6260, -0.7191], [3.9636, -1.5802, 2.0763], [-3.0216, -3.4583, -2.3499], [0.1539, -2.0025, 2.2259], [-0.7322, -0.7162, -2.9868], [-1.2047, 2.5326, -2.7470], [-3.7039, -2.7557, -0.8505], [-2.4575, 1.2596, -0.0787], [3.2719, 0.9666, 0.8995], [3.0596, 2.4436, -2.0773], [2.2151, -2.9957, -1.4665], [1.0784, 3.3637, -3.3088], [3.5710, -1.9060, -1.9431], [-1.0672, -1.0570, -0.0578], [1.8582, -1.3807, -2.1563], [-2.5604, 0.9596, -1.8258]], "atomic_forces_ev_per_a": [[-0.567, 1.026, 0.904], [0.262, 0.853, 0.172], [-0.730, -0.245, 0.403], [-0.469, -0.973, -0.248], [0.881, 0.487, -0.617], [0.483, -0.650, -0.818], [2.929, -0.416, -0.161], [0.046, -0.105, -0.020], [-0.150, 0.421, 0.437], [-0.694, -0.326, 2.317], [0.490, 0.968, 0.199], [-0.083, -0.012, 0.071], [-0.155, -0.230, 0.251], [-1.312, 0.141, -0.392], [0.151, 0.061, 0.206], [0.878, 0.265, -0.089], [-0.624, -0.842, 0.259], [0.182, -0.021, -0.092], [1.055, 1.634, -3.387], [-0.762, 0.169, -0.876], [0.012, -0.346, 0.074], [-0.272, -0.008, 0.022], [0.263, -0.147, 0.110], [0.019, -0.304, 0.099], [-0.691, -0.669, 0.322], [0.388, 0.442, -0.081], [-0.052, -0.221, 0.272], [0.103, 0.417, -0.060], [-0.274, 0.285, -0.259], [0.093, 0.220, 0.352], [-0.446, -0.034, 0.154], [0.533, -0.051, -0.467], [1.417, 0.431, 1.947], [-0.462, 0.181, -0.172], [-0.425, -0.123, 0.145], [-0.068, -0.177, -0.423], [0.095, 0.239, 0.356], [-0.893, -1.051, -0.681], [-0.104, -0.328, 0.146], [0.336, -0.138, 0.187], [0.371, -0.073, -0.249], [0.167, 0.064, -0.214], [-0.118, -0.163, -0.335], [-0.380, -0.091, 0.090], [0.133, 0.414, -0.006], [-0.059, -0.311, 0.328], [-0.385, 0.064, 0.279], [-1.554, -0.285, -1.050], [0.311, -0.222, 0.200], [0.131, -0.221, 0.397]]}


Entry 4:
{"formula": "C19H23ClN2O5", "method": "ωB97M-V/def2-TZVPD", "lumo_energy_ev": 0.60, "homo_lumo_gap_ev": 8.722, "fmax_ha_per_bohr": 0.014, "homo_energy_ev": -8.12, "smiles": "O=C(CCC(=O)N1CCOc2ccc(Cl)cc21)N1CCC2(CC1)OCCO2", "symbols": ["Cl", "O", "O", "O", "O", "O", "N", "N", "C", "C", "C", "C", "C", "C", "C", "C", "C", "C", "C", "C", "C", "C", "C", "C", "C", "C", "C", "H", "H", "H", "H", "H", "H", "H", "H", "H", "H", "H", "H", "H", "H", "H", "H", "H", "H", "H", "H", "H", "H", "H"], "xyz": [[-3.7609, 1.1508, 3.6517], [4.9399, -3.1113, 0.0416], [0.1608, -0.5418, -2.3883], [0.1025, 1.4227, 0.6954], [3.5446, -2.2796, 1.6484], [-3.6778, 0.7598, -2.1856], [1.8039, -0.5268, -0.8597], [-1.4504, 1.9495, -0.8635], [2.5767, -2.8147, -0.4908], [-2.6048, 1.5098, 1.2528], [-2.5430, 1.4223, -0.1337], [-3.7115, 1.0316, 1.9288], [0.9355, 2.4899, -1.2518], [4.1366, -0.8680, -0.2494], [-1.8290, 2.3109, -2.2148], [-2.4837, 1.0909, -2.8629], [-4.7837, 0.4759, 1.2493], [-0.1761, 1.9008, -0.3857], [4.6192, -2.9087, 2.3075], [2.9121, 0.0410, -0.1330], [1.4431, 1.4591, -2.2810], [-3.6241, 0.8623, -0.8317], [5.1876, -3.8319, 1.2283], [1.4189, -1.8308, -0.3591], [-4.7317, 0.3997, -0.1267], [3.8090, -2.2815, 0.2552], [1.0917, 0.0378, -1.8460], [1.7339, 2.7387, -0.5507], [1.1420, -1.7312, 0.6952], [4.2298, -3.4340, 3.1792], [-1.7842, 1.9409, 1.7995], [5.3650, -2.1657, 2.6222], [4.6574, -4.7935, 1.2118], [-2.5535, 3.1338, -2.1694], [-2.7707, 1.2948, -3.8966], [2.6229, 0.1265, 0.9204], [0.6236, 3.4123, -1.7414], [3.1609, 1.0309, -0.5067], [-0.9718, 2.6199, -2.8028], [-5.6425, 0.1104, 1.7883], [2.5151, 1.5707, -2.4429], [2.8471, -2.9533, -1.5381], [2.2911, -3.7788, -0.0701], [4.9582, -0.4606, 0.3406], [-1.7807, 0.2484, -2.8325], [0.5562, -2.1696, -0.9343], [0.9452, 1.6027, -3.2418], [-5.5464, -0.0248, -0.6906], [6.2608, -4.0009, 1.3098], [4.4607, -0.9514, -1.2873]], "atomic_forces_ev_per_a": [[-0.011, 0.012, 0.321], [-0.032, 0.243, -0.118], [-0.241, -0.058, -0.188], [0.130, -0.117, 0.214], [-0.287, 0.071, -0.169], [-0.303, -0.001, 0.195], [0.077, -0.249, 0.065], [-0.247, 0.049, -0.015], [0.253, 0.173, 0.368], [-0.192, -0.060, 0.185], [-0.250, -0.206, 0.073], [0.091, 0.071, -0.335], [0.033, -0.057, 0.153], [-0.132, -0.271, 0.310], [-0.256, -0.178, -0.345], [0.473, 0.113, -0.254], [0.096, 0.020, -0.054], [0.269, 0.471, -0.075], [0.498, -0.130, -0.003], [0.376, 0.113, 0.079], [-0.117, -0.118, -0.038], [0.020, -0.012, 0.260], [-0.198, -0.141, 0.365], [-0.236, -0.415, -0.114], [0.149, 0.078, -0.085], [-0.204, 0.212, -0.665], [0.311, 0.216, -0.364], [-0.159, -0.003, -0.015], [-0.067, 0.008, -0.045], [0.073, 0.016, -0.019], [-0.001, 0.007, 0.025], [-0.066, -0.102, 0.014], [0.091, 0.061, 0.036], [0.137, -0.032, -0.077], [0.051, 0.026, 0.086], [0.027, 0.132, -0.085], [0.042, -0.014, -0.021], [-0.086, 0.013, 0.052], [0.011, 0.001, 0.038], [-0.073, -0.037, 0.067], [-0.005, 0.059, -0.005], [-0.021, 0.008, -0.033], [0.041, -0.057, 0.011], [0.054, -0.028, 0.023], [-0.162, 0.210, -0.033], [0.105, 0.061, 0.185], [0.081, -0.112, 0.094], [-0.101, -0.055, -0.074], [-0.056, -0.033, 0.054], [0.017, 0.042, -0.045]]}


| no. | DFT total energy (eV) |
| --- | --- |
| 1 | -111185.530 |
| 2 | -114166.939 |
| 3 | -99291.823 |
| 4 | -45817.111 |